{"formula": "C4H14N2O", "method": "ωB97M-V/def2-TZVPD", "relative_energy_kj_mol": 279.2, "spin_multiplicity": 2, "e_homo_ev": [1.19, -4.33], "charge": -1, "energy_ev": -9398.6891, "homo_lumo_gap_ev": [2.7, 8.1], "species": ["N", "C", "C", "N", "C", "C", "H", "H", "H", "H", "H", "H", "H", "H", "H", "H", "H", "H", "H", "H", "O"], "positions_angstrom": [[-0.316, -2.003, -0.624], [0.832, -2.081, 0.334], [0.724, -0.908, 1.388], [0.232, 0.361, 0.654], [-1.070, 0.840, 1.062], [1.084, 1.617, 0.291], [-1.241, -2.359, -0.326], [0.006, -2.123, -1.641], [0.804, -3.168, 0.761], [1.791, -1.933, -0.084], [-0.022, -1.153, 1.969], [1.651, -0.791, 2.006], [-1.801, -0.093, 0.971], [-1.394, 1.681, 0.495], [-0.979, 1.022, 2.167], [1.409, 2.251, 1.146], [2.057, 1.340, -0.222], [0.326, 2.160, -0.335], [-0.939, 1.815, -1.675], [-2.030, 1.479, -2.680], [-1.059, 1.819, -2.652]], "atomic_forces_ev_per_a": [[1.78, -0.17, -1.41], [-2.38, -0.99, 0.92], [2.74, 2.32, -4.21], [2.45, 0.94, -0.33], [-0.16, -4.07, 2.09], [-0.33, -2.25, 0.38], [1.30, 0.11, -0.56], [-1.36, 0.11, 2.31], [0.45, 1.98, 0.08], [0.75, -0.13, -1.37], [-3.88, -1.08, 3.52], [-0.59, 0.09, -0.64], [0.97, 2.09, -0.04], [-0.45, 0.60, -0.32], [-0.79, 0.61, -0.52], [-0.53, -0.25, -0.10], [-1.37, 0.17, 0.11], [1.47, -0.02, 0.32], [0.13, -0.03, -0.75], [1.98, 0.68, -0.14], [-2.18, -0.71, 0.67]], "mulliken_spin": [0.531, 0.105, 0.381, -1.573, 2.094, 1.195, -0.258, -0.129, -0.087, 0.023, 0.017, -0.102, 0.027, -0.921, 0.043, -0.189, 0.191, -0.171, 0.055, -0.470, 0.239]}

---

{"formula": "C4H14N2O", "method": "ωB97M-V/def2-TZVPD", "relative_energy_kj_mol": 103.6, "spin_multiplicity": 2, "e_homo_ev": [1.27, -5.09], "charge": -1, "energy_ev": -9400.5096, "homo_lumo_gap_ev": [2.5, 8.7], "species": ["N", "C", "C", "N", "C", "C", "H", "H", "H", "H", "H", "H", "H", "H", "H", "H", "H", "H", "H", "H", "O"], "positions_angstrom": [[2.115, 1.804, -1.023], [1.375, 1.273, 0.132], [-0.143, 1.177, -0.237], [-0.807, 0.026, 0.309], [-1.991, -0.403, -0.433], [-1.033, 0.167, 1.760], [2.881, 2.390, -0.726], [1.516, 2.469, -1.495], [1.440, 1.875, 1.045], [1.773, 0.265, 0.278], [-0.162, 1.056, -1.322], [-0.547, 2.178, 0.036], [-2.890, 0.018, 0.028], [-1.952, 0.013, -1.439], [-2.080, -1.485, -0.500], [-0.204, 0.701, 2.216], [-0.960, -0.854, 2.141], [-2.019, 0.580, 1.980], [1.632, -4.483, -0.257], [0.550, -4.321, -1.280], [1.508, -4.448, -1.212]], "atomic_forces_ev_per_a": [[-0.28, 0.71, 0.05], [-0.65, -0.77, -0.36], [1.22, 0.08, -0.44], [-0.15, 0.76, 0.61], [0.29, 0.59, 0.36], [0.47, -1.47, -1.13], [0.42, -0.11, 0.25], [-0.22, 0.06, -0.28], [0.41, -0.06, -0.03], [-0.27, 0.11, 0.45], [-0.11, 0.20, -0.02], [-0.42, -0.32, -0.16], [-0.31, -0.07, 0.01], [0.05, -0.17, -0.15], [0.08, -0.16, 0.12], [-0.15, 0.33, 0.02], [-0.35, -0.04, 0.49], [-0.03, 0.32, 0.22], [0.10, 0.08, 0.29], [-0.15, 0.13, -0.09], [0.03, -0.21, -0.20]], "mulliken_spin": [-0.070, 0.475, 0.206, -1.484, 1.428, 0.910, -0.071, 0.004, 0.009, -0.025, 0.060, -0.076, -0.070, 0.021, -0.426, 0.205, -0.497, -0.054, -0.306, -0.254, 1.015]}

---

{"formula": "C4H14N2O", "method": "ωB97M-V/def2-TZVPD", "smiles": "CN[C@H](C)CN.O", "relative_energy_kj_mol": 231.7, "spin_multiplicity": 1, "e_homo_ev": -9.16, "charge": 0, "energy_ev": -9401.2057, "homo_lumo_gap_ev": 10.0, "species": ["C", "N", "C", "C", "C", "N", "H", "H", "H", "H", "H", "H", "H", "H", "H", "H", "H", "H", "H", "H", "O"], "positions_angstrom": [[-2.807, -0.005, 0.024], [-1.688, -0.432, -0.852], [-0.185, -0.912, 1.169], [-0.326, -0.210, -0.167], [-0.193, 1.312, -0.021], [1.381, 1.357, 0.174], [-2.872, 1.091, 0.164], [-2.657, -0.330, 0.996], [-3.765, -0.191, -0.416], [-2.019, -1.457, -0.800], [0.818, -0.794, 1.620], [-0.983, -0.561, 1.823], [-0.252, -2.001, 1.074], [0.453, -0.469, -0.907], [-0.707, 1.689, 0.936], [-0.601, 1.979, -0.831], [1.618, 1.797, -0.771], [1.443, 2.137, 0.856], [3.868, -0.612, -0.945], [2.619, -0.560, -0.166], [3.282, -1.162, -0.490]], "atomic_forces_ev_per_a": [[0.69, 3.03, -1.28], [-0.99, -2.20, 1.17], [0.72, -0.53, -0.03], [-2.30, 0.51, -1.67], [1.10, -0.22, 1.79], [-2.11, 2.86, -1.44], [0.43, -0.08, -0.36], [-0.50, -1.20, 1.93], [-0.42, -0.88, -0.14], [1.95, 1.40, -0.78], [-0.58, 0.50, -0.11], [0.37, -0.09, 0.33], [-0.35, 0.08, -0.23], [-0.53, -0.36, 0.40], [0.88, -0.63, -1.21], [0.66, -1.08, 0.41], [0.29, -0.65, 1.78], [0.73, -0.57, -0.66], [1.54, 1.20, -1.14], [-0.63, 0.55, 0.42], [-0.96, -1.63, 0.79]], "mulliken_charge": [-1.010, -0.558, -1.297, 0.589, -0.864, -0.581, 0.270, 0.368, 0.402, 0.298, 0.382, 0.352, 0.333, 0.142, 0.321, 0.342, 0.274, 0.254, 0.299, 0.342, -0.658]}

---

{"formula": "C4H14N2O", "method": "ωB97M-V/def2-TZVPD", "smiles": "CNCCNC.O", "relative_energy_kj_mol": 201.0, "spin_multiplicity": 1, "e_homo_ev": -8.51, "charge": 0, "energy_ev": -9401.5232, "homo_lumo_gap_ev": 9.2, "species": ["C", "N", "C", "C", "N", "C", "H", "H", "H", "H", "H", "H", "H", "H", "H", "H", "H", "H", "H", "H", "O"], "positions_angstrom": [[0.670, -2.274, -2.532], [1.044, -2.329, -1.118], [2.106, -1.425, -0.646], [1.688, -0.725, 0.642], [0.343, -0.157, 0.536], [0.238, 1.106, 1.283], [1.571, -2.199, -3.132], [0.347, -3.272, -2.822], [-0.164, -1.599, -2.717], [0.219, -2.247, -0.548], [2.310, -0.664, -1.402], [3.008, -2.027, -0.517], [2.453, 0.047, 0.848], [1.804, -1.442, 1.470], [0.228, -0.134, -0.469], [-0.757, 1.495, 1.130], [1.038, 1.779, 0.930], [0.503, 0.888, 2.322], [-4.295, 4.867, 1.418], [-5.356, 3.808, 1.242], [-5.152, 4.597, 1.765]], "atomic_forces_ev_per_a": [[0.28, -1.29, 0.81], [0.15, 0.02, -0.11], [-0.88, -0.36, -0.37], [0.95, -0.34, 0.51], [0.87, -0.83, 0.29], [1.08, -0.86, -1.04], [-0.04, 0.92, -0.21], [-0.47, -0.16, 0.02], [0.35, 0.47, -0.52], [-0.04, 0.01, 0.20], [0.07, 0.13, -0.17], [0.20, 0.30, 0.21], [-0.19, 0.02, -0.08], [-0.45, 0.15, 0.00], [-0.70, 0.99, 0.06], [-0.14, 0.40, 0.36], [-0.46, 0.39, 0.07], [-0.58, 0.09, -0.02], [-0.03, 0.12, 0.12], [-0.09, 0.20, 0.23], [0.11, -0.32, -0.34]], "mulliken_charge": [-0.878, -0.394, -0.696, -0.497, -0.345, -0.860, 0.355, 0.300, 0.270, 0.305, 0.358, 0.324, 0.359, 0.268, 0.197, 0.313, 0.316, 0.305, 0.317, 0.320, -0.637]}

---

{"formula": "C4H14N2O", "method": "ωB97M-V/def2-TZVPD", "smiles": "NCCO.CCN", "relative_energy_kj_mol": 122.0, "spin_multiplicity": 1, "e_homo_ev": -9.05, "charge": 0, "energy_ev": -9402.3424, "homo_lumo_gap_ev": 10.1, "species": ["C", "O", "C", "N", "H", "H", "H", "H", "H", "H", "C", "C", "N", "H", "H", "H", "H", "H", "H", "H", "H"], "positions_angstrom": [[0.196, 1.722, 0.691], [-0.947, 0.991, 0.414], [1.096, 2.013, -0.499], [1.797, 0.818, -0.986], [-0.134, 2.701, 1.066], [0.809, 1.273, 1.493], [0.484, 2.411, -1.309], [1.818, 2.784, -0.220], [2.301, 1.093, -1.812], [2.539, 0.613, -0.310], [-1.497, -2.111, 1.116], [-0.325, -2.176, 0.147], [-0.428, -1.121, -0.858], [-1.681, -3.070, 1.574], [-1.310, -1.374, 1.888], [-2.405, -1.785, 0.604], [0.612, -1.994, 0.686], [-0.247, -3.158, -0.321], [-1.024, -1.361, -1.628], [0.469, -0.833, -1.205], [-0.779, 0.147, -0.121]], "atomic_forces_ev_per_a": [[0.13, 0.53, 0.07], [-0.53, 0.32, 0.20], [-0.16, -0.01, 0.03], [0.51, -0.03, 0.44], [0.09, -0.13, 0.10], [0.00, -0.09, -0.01], [-0.07, -0.02, -0.05], [-0.03, 0.24, 0.12], [0.18, -0.09, -0.46], [-0.31, -0.14, -0.18], [-0.03, 0.24, -0.16], [0.14, 0.07, -0.03], [-0.05, -0.64, -0.09], [-0.07, -0.34, 0.22], [0.00, 0.12, 0.14], [0.01, -0.15, -0.06], [-0.11, -0.16, -0.04], [0.00, -0.15, 0.05], [-0.29, -0.22, -0.26], [0.44, 0.17, -0.23], [0.15, 0.50, 0.20]], "mulliken_charge": [-0.422, -0.603, -0.630, -0.540, 0.310, 0.267, 0.310, 0.395, 0.223, 0.208, -1.034, -0.380, -0.554, 0.366, 0.275, 0.272, 0.232, 0.396, 0.194, 0.288, 0.428]}

---

{"formula": "C4H14N2O", "method": "ωB97M-V/def2-TZVPD", "smiles": "CNCCCN.O", "relative_energy_kj_mol": 332.2, "spin_multiplicity": 1, "e_homo_ev": -8.43, "charge": 0, "energy_ev": -9400.1638, "homo_lumo_gap_ev": 9.3, "species": ["C", "C", "C", "C", "N", "N", "H", "H", "H", "H", "H", "H", "H", "H", "H", "H", "H", "H", "H", "H", "O"], "positions_angstrom": [[-0.377, 0.632, -1.739], [-1.380, 0.813, -0.623], [-1.248, -0.377, 0.336], [1.572, -1.136, 0.248], [0.186, -0.661, 0.647], [-0.667, -0.673, -2.416], [0.529, 0.403, -1.219], [-0.177, 1.546, -2.420], [-1.111, 1.665, -0.015], [-2.456, 0.907, -0.926], [-1.617, -1.236, -0.256], [-1.680, -0.204, 1.347], [1.685, -2.132, 0.687], [1.767, -1.387, -0.839], [2.397, -0.374, 0.515], [-0.105, -1.394, 1.297], [-1.149, -0.616, -3.362], [0.078, -1.391, -2.643], [0.946, 2.034, 3.490], [0.828, 0.891, 2.603], [1.504, 1.379, 3.100]], "atomic_forces_ev_per_a": [[0.33, -0.63, -1.44], [-1.07, 0.06, 0.82], [0.89, 0.10, -2.69], [-0.17, 0.69, -1.88], [0.46, -1.42, 3.27], [-0.46, -0.87, -2.88], [0.80, 0.58, 0.07], [-0.63, -1.52, 0.96], [0.05, 0.75, -0.13], [0.96, 0.02, -0.03], [-0.55, 0.18, 0.85], [-0.15, -0.21, -1.02], [0.40, 0.52, 0.47], [-0.61, 0.59, 0.69], [-1.46, -1.29, -0.01], [1.17, 0.29, 0.32], [0.56, 0.43, 1.86], [-0.56, 1.84, 0.99], [-0.22, 1.02, 0.72], [0.50, -0.43, -0.39], [-0.26, -0.70, -0.52]], "mulliken_charge": [-0.329, -0.645, -0.561, -0.824, -0.256, -0.492, 0.172, 0.260, 0.297, 0.279, 0.423, 0.345, 0.375, 0.215, 0.217, 0.184, 0.198, 0.180, 0.302, 0.299, -0.638]}